ORCA calculation (wB97M-V/def2-TZVPD) on a single C10H8Cl2F2 molecule at a distorted geometry.

DFT total energy = -40977.3694 eV
E_LUMO = 0.66 eV
HOMO energy = -9.446 eV
ΔE to the lowest compared entry with this formula, charge and spin = 16.57 kcal/mol
largest force on an atom = 0.08860 Eh/bohr

Last column: natural (NBO) charge in e.
Positions of all 22 atoms, in Å:
C: 0.87040 -1.84927 0.96630  -0.635
C: 0.99601 -0.57001 0.24448  -0.079
C: -0.32982 0.15985 -0.01991  -0.027
C: -0.88928 0.10386 -1.25224  -0.224
C: -2.15588 0.72132 -1.43211  -0.193
C: -2.87628 1.34459 -0.42271  -0.220
C: -2.28035 1.34534 0.86250  -0.199
C: -1.07176 0.69371 1.07413  -0.220
C: 2.24004 -0.55463 -0.97056  0.683
F: 1.95120 0.02171 -2.14154  -0.308
F: 2.97029 -1.66825 -1.10705  -0.306
C: 2.31142 0.28888 0.34134  -0.172
Cl: 2.12392 1.98657 0.08818  0.072
Cl: 3.47342 -0.27493 1.52742  0.033
H: 0.81122 -1.69067 2.00780  0.222
H: 1.89272 -2.37140 0.91576  0.233
H: 0.09971 -2.45072 0.58649  0.233
H: -0.22761 -0.25177 -2.04865  0.235
H: -2.77363 0.75977 -2.33160  0.216
H: -3.67307 2.00250 -0.68384  0.219
H: -2.90023 1.70093 1.74488  0.219
H: -0.56243 0.55262 2.05094  0.218